One molecule with the formula C5H10OS2. Source: the OMol25 dataset; level of theory: wB97M-V/def2-TZVPD.

## Properties
Energy above the lowest of the compared OMol25 structures with the same formula, charge and spin ... 2.057 eV
2S+1 ... 1
Energy ... -1068.0404 a.u.
LUMO ... -0.13 eV
Net charge ... 0
SMILES ... CCO[C@@H](C)SC=S

Last column: Löwdin charge in e.
Element x y z (Å)
1 C 2.181 -0.995 0.558  -0.064
2 C 1.139 -0.216 -0.269  -0.328
3 C -1.019 0.792 0.222  -0.599
4 C -0.510 2.145 -0.392  -0.086
5 C -2.176 -1.626 -0.057  -1.080
6 H 2.913 -1.503 -0.045  0.052
7 H 2.780 -0.274 1.268  0.116
8 H 1.543 -1.832 1.025  0.102
9 H 0.731 -0.775 -1.180  0.124
10 H 1.605 0.694 -0.692  0.100
11 H -1.652 0.750 1.193  0.156
12 H 0.315 1.939 -1.172  0.091
13 H -0.116 2.888 0.508  0.144
14 H -1.394 2.612 -0.742  0.035
15 H -1.386 -1.571 0.697  0.014
16 O 0.084 0.069 0.577  -0.257
17 S -1.942 -0.222 -1.125  0.849
18 S -3.096 -2.874 -0.374  0.631